No. 1
This record from OMol25 describes the molecule CFNOS2. The level of theory is the ωB97M-V functional and the def2-TZVPD basis.

Computed properties:
relative energy (zero: lowest compared OMol25 entry of this formula, charge and spin)	0.0	kcal per mole
Kohn-Sham gap	9.44	eV
LUMO level	-0.68	eV
highest occupied orbital energy	-10.12	eV

XYZ file:
```
6
CFNOS2 | OMol25 | the ωB97M-V functional and the def2-TZVPD basis
C -1.450 0.250 -0.044
N -0.508 -0.393 -0.414
O -2.400 0.823 0.256
F 1.401 -1.560 0.660
S 1.783 1.264 0.109
S 1.173 -0.385 -0.566
```

=====

No. 2
This record from OMol25 describes the ion C5H8NS2 with charge +1. The level of theory is the ωB97M-V functional and the def2-TZVPD basis.

Computed properties:
relative energy (zero: lowest compared OMol25 entry of this formula, charge and spin)	59.9	kcal per mole
Kohn-Sham gap	8.01	eV
charge	+1
LUMO level	-4.50	eV
highest occupied orbital energy	-12.51	eV

XYZ file:
```
16
C5H8NS2 | OMol25 | the ωB97M-V functional and the def2-TZVPD basis
C -1.588 0.515 -0.086
C -2.816 1.015 0.007
C 2.113 0.590 -0.069
C 2.909 -0.768 0.009
C 0.431 -1.504 0.218
N 1.469 -0.657 0.146
S -1.184 -1.273 0.073
S -4.351 0.160 -0.139
H -0.798 1.298 -0.142
H -2.865 2.070 -0.120
H 2.300 1.171 0.777
H 1.968 1.021 -1.157
H 3.193 -1.263 -0.885
H 3.451 -1.040 0.799
H 0.721 -2.611 0.185
H -4.952 1.277 0.383
```

=====

No. 3
This record from OMol25 describes a structure of composition C38H48BiCl3N6O4P2. The level of theory is the ωB97M-V functional and the def2-TZVPD basis.

Computed properties:
relative energy (zero: lowest compared OMol25 entry of this formula, charge and spin)	34.9	kcal per mole
Kohn-Sham gap	7.89	eV
charge	+2
LUMO level	-5.40	eV
highest occupied orbital energy	-13.28	eV

XYZ file:
```
102
C38H48BiCl3N6O4P2 | OMol25 | the ωB97M-V functional and the def2-TZVPD basis
Bi -1.003 0.197 1.727
N -0.757 2.176 0.340
C 0.377 2.951 0.712
C 1.352 2.276 1.704
N 0.603 1.745 2.878
C -0.269 2.727 3.648
C -1.631 2.210 3.978
N -2.455 1.680 2.898
C 1.529 0.914 3.730
C 0.855 -0.297 4.448
N -0.169 -1.055 3.597
H -0.671 1.798 -0.642
H -1.690 2.708 0.294
H 0.089 3.926 1.165
H 0.969 3.284 -0.156
H 2.230 2.889 2.048
H 1.799 1.420 1.171
H -0.304 3.620 3.104
H 0.126 3.035 4.573
H -2.062 3.012 4.621
H -1.345 1.353 4.658
H -2.642 2.448 2.173
H -3.340 1.198 3.183
H 1.885 1.529 4.601
H 2.288 0.461 3.053
H 0.436 0.089 5.309
H 1.641 -0.901 4.869
H -1.018 -1.093 4.215
H 0.026 -2.028 3.302
O 1.526 -1.256 1.182
P 2.401 -1.961 0.229
C 2.680 -1.005 -1.363
P 1.396 -0.155 -2.326
O 0.486 0.683 -1.484
C 2.290 0.887 -3.430
C 2.128 0.937 -4.849
C 2.742 1.999 -5.548
C 3.404 3.076 -4.957
C 3.380 3.053 -3.577
C 2.928 1.992 -2.819
C 0.593 -1.430 -3.201
C -0.775 -1.263 -3.493
C -1.333 -1.959 -4.566
C -0.614 -3.091 -5.101
C 0.767 -3.182 -4.825
C 1.394 -2.322 -3.945
C 4.061 -2.306 0.871
C 4.478 -1.889 2.170
C 5.762 -2.298 2.566
C 6.625 -2.935 1.665
C 6.181 -3.277 0.388
C 4.880 -3.016 0.003
C 1.702 -3.523 -0.072
C 0.302 -3.482 -0.183
C -0.489 -4.636 -0.496
C 0.199 -5.699 -1.099
C 1.604 -5.783 -1.007
C 2.330 -4.704 -0.489
H 3.338 -1.515 -2.104
H 3.239 -0.094 -0.859
H 1.519 0.162 -5.374
H 2.722 2.004 -6.618
H 3.903 3.813 -5.554
H 3.707 3.992 -3.043
H 2.903 2.031 -1.719
H -1.319 -0.417 -3.132
H -2.265 -1.634 -4.975
H -1.110 -3.832 -5.794
H 1.337 -4.043 -5.136
H 2.496 -2.344 -3.930
H 3.706 -1.421 2.844
H 6.047 -2.238 3.594
H 7.598 -3.212 2.040
H 6.843 -3.785 -0.250
H 4.447 -3.356 -0.959
H -0.160 -2.584 0.136
H -1.599 -4.672 -0.472
H -0.397 -6.449 -1.623
H 2.133 -6.768 -1.183
H 3.405 -4.902 -0.275
C -6.356 5.915 0.160
C -5.555 4.682 -0.018
C -5.807 3.517 -0.731
C -4.629 2.655 -0.649
N -3.814 3.252 0.275
N -4.301 4.467 0.595
C -4.233 1.383 -1.263
H -6.142 6.437 1.104
H -7.418 5.583 0.237
H -6.269 6.642 -0.728
H -6.620 3.359 -1.401
H -3.774 5.162 1.083
H -5.073 0.913 -1.758
H -3.794 0.749 -0.458
H -3.380 1.561 -1.922
Cl -6.471 -1.973 4.032
C -5.386 -1.938 2.629
Cl -4.825 -3.602 2.381
Cl -6.424 -1.532 1.142
C -4.295 -0.803 2.686
O -4.717 0.224 3.225
O -3.088 -1.113 2.318
```

=====

No. 4
This record from OMol25 describes a structure of composition C39H39InN2P2Si. The level of theory is the ωB97M-V functional and the def2-TZVPD basis.

Computed properties:
Kohn-Sham gap	6.66	eV
charge	+2
LUMO level	-6.26	eV
highest occupied orbital energy	-12.92	eV

XYZ file:
```
84
C39H39InN2P2Si | OMol25 | the ωB97M-V functional and the def2-TZVPD basis
In -0.810 -1.489 -1.836
C 2.745 -1.866 -1.416
Si 2.782 -0.153 -0.594
C 2.959 -0.243 1.284
C 4.151 0.142 1.905
C 4.270 0.086 3.282
C 3.206 -0.355 4.053
C 2.029 -0.763 3.447
C 1.894 -0.718 2.066
P 0.311 -1.165 1.240
C 0.153 -2.957 1.566
C 1.056 -3.737 2.277
C 0.791 -5.083 2.482
C -0.381 -5.647 2.005
C -1.278 -4.877 1.279
C -0.999 -3.545 1.041
C -0.819 -0.487 2.514
C -0.795 0.898 2.674
C -1.579 1.504 3.637
C -2.410 0.729 4.434
C -2.443 -0.647 4.270
C -1.648 -1.261 3.315
C 3.081 1.375 -1.667
C 4.285 1.724 -2.275
C 4.346 2.864 -3.058
C 3.221 3.654 -3.252
C 2.020 3.316 -2.655
C 1.951 2.183 -1.863
P 0.466 1.662 -0.935
C 0.260 3.191 0.066
C -0.746 4.126 -0.142
C -0.816 5.253 0.659
C 0.111 5.460 1.665
C 1.117 4.528 1.875
C 1.195 3.399 1.081
C -0.861 1.757 -2.197
C -0.582 1.699 -3.560
C -1.613 1.736 -4.484
C -2.930 1.825 -4.060
C -3.217 1.823 -2.703
C -2.191 1.768 -1.773
H 3.738 -2.301 -1.336
H 2.484 -1.835 -2.472
H 2.054 -2.529 -0.897
H 4.987 0.488 1.314
H 5.188 0.398 3.754
H 3.291 -0.379 5.128
H 1.197 -1.098 4.050
H 1.952 -3.301 2.692
H 1.500 -5.689 3.023
H -0.598 -6.686 2.200
H -2.197 -5.314 0.918
H -1.699 -2.920 0.488
H -0.135 1.493 2.057
H -1.539 2.575 3.770
H -3.022 1.202 5.187
H -3.083 -1.251 4.896
H -1.665 -2.339 3.218
H 5.164 1.112 -2.145
H 5.277 3.137 -3.523
H 3.281 4.538 -3.867
H 1.131 3.915 -2.802
H -1.469 3.996 -0.931
H -1.602 5.973 0.493
H 0.062 6.349 2.274
H 1.840 4.680 2.662
H 1.990 2.681 1.244
H 0.443 1.657 -3.907
H -1.386 1.710 -5.539
H -3.728 1.902 -4.783
H -4.241 1.885 -2.366
H -2.417 1.772 -0.713
N -3.481 -1.554 -2.037
C -4.017 -2.917 -2.132
C -3.169 -3.770 -3.069
N -1.817 -3.925 -2.521
H -3.991 -1.054 -1.310
H -3.681 -1.064 -2.909
H -5.051 -2.920 -2.492
H -3.996 -3.361 -1.133
H -3.084 -3.284 -4.045
H -3.674 -4.734 -3.201
H -1.246 -4.434 -3.192
H -1.873 -4.514 -1.693
```

=====

No. 5
This record from OMol25 describes a cluster of 21 separate species, H42O21 in total. The level of theory is the ωB97M-V functional and the def2-TZVPD basis.

Computed properties:
relative energy (zero: lowest compared OMol25 entry of this formula, charge and spin)	160.3	kcal per mole
Kohn-Sham gap	10.45	eV
LUMO level	-0.24	eV
highest occupied orbital energy	-10.69	eV

XYZ file:
```
63
H42O21 | OMol25 | the ωB97M-V functional and the def2-TZVPD basis
O -2.933 1.912 -0.647
H -2.859 0.982 -0.903
H -2.121 2.268 -1.005
O 2.006 -4.167 1.872
H 2.403 -3.484 2.417
H 2.448 -4.196 1.021
O 4.292 0.662 -2.270
H 4.950 0.053 -2.596
H 4.815 1.115 -1.611
O -2.166 3.834 1.180
H -2.299 2.982 0.749
H -2.490 3.920 2.066
O 3.260 0.664 3.886
H 3.112 0.289 2.997
H 2.455 0.494 4.383
O -3.640 -3.239 -0.507
H -2.935 -3.149 0.146
H -4.342 -2.723 -0.170
O 0.266 0.924 -4.137
H 0.164 1.726 -4.656
H -0.550 0.447 -4.297
O 2.578 3.831 3.014
H 2.065 3.265 2.415
H 3.367 3.310 2.830
O -0.728 -3.685 -0.187
H -0.430 -3.469 0.704
H 0.081 -3.814 -0.689
O -2.915 -2.175 -2.970
H -3.289 -2.665 -2.205
H -3.636 -1.972 -3.547
O -1.983 0.188 1.642
H -2.629 0.062 2.341
H -2.396 0.669 0.909
O 2.652 -2.424 -0.306
H 2.913 -1.904 0.469
H 1.764 -2.706 -0.106
O 2.159 -0.869 1.968
H 1.949 -0.714 2.893
H 1.511 -0.490 1.403
O 0.217 -0.923 4.274
H -0.262 -0.122 4.517
H -0.433 -1.582 4.546
O -0.123 3.705 -2.524
H -0.236 4.067 -1.640
H 0.378 2.883 -2.464
O 1.811 -3.794 -2.301
H 2.657 -3.823 -1.843
H 1.762 -2.837 -2.417
O 1.833 3.294 0.031
H 1.948 4.214 -0.148
H 1.670 2.751 -0.739
O 0.401 1.232 -1.436
H 1.255 0.786 -1.372
H 0.336 1.246 -2.422
O -1.541 -0.654 -1.551
H -1.866 -1.404 -2.100
H -0.865 -0.094 -1.953
O -0.948 1.136 3.957
H -1.565 0.985 3.222
H -1.078 2.050 4.223
O -4.348 0.336 -2.804
H -3.819 -0.419 -2.537
H -4.052 1.216 -3.012
```

=====

No. 6
This record from OMol25 describes a cluster of 2 separate species, C2H10NS2 in total. The level of theory is the ωB97M-V functional and the def2-TZVPD basis.

Computed properties:
relative energy (zero: lowest compared OMol25 entry of this formula, charge and spin)	11.1	kcal per mole
Kohn-Sham gap	9.11	eV
charge	+1
LUMO level	-3.46	eV
highest occupied orbital energy	-12.57	eV

XYZ file:
```
15
C2H10NS2 | OMol25 | the ωB97M-V functional and the def2-TZVPD basis
C 1.804 1.687 -0.682
N 0.308 1.751 -0.779
H 2.207 2.499 -1.290
H 2.179 0.723 -0.972
H 2.058 1.914 0.355
H -0.001 2.660 -0.413
H -0.003 1.791 -1.760
H -0.162 0.925 -0.364
C -0.845 -2.691 1.248
S -0.234 -1.484 0.029
S -2.061 -0.549 -0.528
H -0.569 -3.681 0.917
H -0.337 -2.499 2.190
H -1.923 -2.678 1.300
H -2.421 -0.369 0.750
```